DFT (ωB97M-V with the def2-TZVPD basis set) results for a 11-piece molecular cluster, C81H175N9O11 overall in a non-equilibrium geometry.

Geometry as XYZ:
```
276
Properties=species:S:1:pos:R:3:forces:R:3:lowdin_charge:R:1
C 27.685 23.899 17.504 -0.25 -0.72 0.78 -0.029
C 27.808 23.241 16.149 -0.21 1.03 -1.20 -0.569
C 29.131 22.543 16.079 0.28 0.12 1.41 -0.023
C 26.567 22.434 15.872 -1.33 -0.10 0.11 -0.145
C 26.551 21.828 14.458 0.09 0.41 0.26 -0.167
C 26.531 22.981 13.445 0.10 1.71 2.28 -0.104
C 27.661 24.084 13.685 -1.30 -1.80 1.68 -0.527
C 28.975 23.701 13.088 1.50 0.88 -0.42 -0.043
C 27.193 25.395 13.193 -0.09 2.34 -0.95 -0.072
N 27.746 24.350 15.172 0.14 0.03 -0.33 -0.093
O 28.937 25.120 15.367 -0.50 1.61 0.74 -0.085
H 27.205 23.124 18.095 0.14 -0.03 0.72 0.060
H 28.674 24.117 17.949 -0.69 0.32 -0.19 0.097
H 26.957 24.717 17.496 0.50 0.15 -0.07 0.098
H 29.839 23.343 16.252 0.51 -0.17 0.18 0.083
H 29.226 21.796 16.862 0.04 -0.11 0.25 0.096
H 29.406 22.098 15.174 0.01 -0.74 -1.49 0.049
H 26.462 21.650 16.666 -0.08 0.62 -0.69 0.105
H 25.700 23.194 15.937 0.99 -1.29 0.15 0.153
H 27.430 21.180 14.338 -0.19 0.07 -0.11 0.109
H 25.650 21.213 14.339 0.24 0.03 -0.07 0.109
H 25.556 23.512 13.562 0.55 -0.37 -0.11 0.123
H 26.610 22.679 12.451 0.12 -0.69 -1.74 0.090
H 29.786 24.317 13.569 -0.68 -0.98 -0.33 0.105
H 28.987 24.064 12.064 -0.05 -0.27 -0.38 0.082
H 29.212 22.639 13.082 -0.02 0.05 0.16 0.079
H 26.323 25.730 13.788 0.32 -0.19 -0.42 0.094
H 26.944 25.457 12.106 0.21 -0.30 0.73 0.100
H 28.016 26.136 13.385 -0.75 -0.47 -0.34 0.097
H 28.617 25.956 15.791 0.35 -1.12 -0.58 0.133
C 14.567 22.450 10.706 1.33 1.01 -1.20 -0.001
C 15.651 21.670 9.907 -0.74 0.85 0.49 -0.571
C 15.246 20.241 9.593 0.94 -1.28 1.39 -0.029
C 15.947 22.281 8.581 -2.13 1.96 -0.50 -0.178
C 16.568 23.664 8.639 1.08 -1.57 1.08 -0.148
C 17.893 23.505 9.455 -0.34 -0.59 -0.91 -0.103
C 17.773 22.801 10.849 0.58 -0.84 -1.95 -0.471
C 19.172 22.150 11.116 0.35 2.73 -0.77 -0.021
C 17.386 23.726 12.011 0.32 0.38 0.63 -0.029
N 16.912 21.620 10.617 0.52 -0.68 1.14 -0.088
O 16.741 20.955 11.879 -0.74 0.88 0.37 -0.063
H 13.685 22.546 10.058 -0.05 -0.10 0.61 0.094
H 14.434 21.871 11.592 -0.89 -0.15 0.75 0.055
H 14.952 23.485 10.975 -0.68 -1.29 -0.31 0.080
H 14.231 20.104 9.176 0.48 0.16 0.44 0.094
H 16.005 19.928 8.861 -0.48 -0.40 0.10 0.083
H 15.475 19.630 10.535 -0.94 0.56 -1.40 0.098
H 16.553 21.600 8.065 1.03 -0.74 -1.03 0.097
H 14.965 22.373 8.046 0.71 -0.31 0.17 0.143
H 16.728 23.972 7.621 0.35 0.54 -0.25 0.106
H 15.883 24.320 9.132 -0.40 0.75 0.22 0.093
H 18.369 24.458 9.546 0.44 0.69 0.33 0.103
H 18.589 22.873 8.837 -0.69 0.52 0.53 0.126
H 19.685 21.659 10.281 -0.77 0.04 -0.07 0.089
H 19.022 21.485 11.890 0.11 -1.49 1.78 0.029
H 19.857 22.966 11.424 -0.20 -0.46 0.13 0.093
H 17.222 23.186 12.988 0.18 0.47 -1.00 0.077
H 16.554 24.419 11.835 -0.07 -0.48 -0.14 0.068
H 18.231 24.410 12.176 -0.05 -0.29 0.11 0.089
H 16.186 21.572 12.434 0.71 -0.88 -0.61 0.088
C 17.570 24.965 17.439 0.58 0.06 -1.40 -0.031
C 16.088 25.249 17.293 -0.53 -1.12 1.36 -0.535
C 15.440 24.753 18.603 1.03 0.82 0.64 -0.022
C 15.811 26.715 17.095 -0.35 0.90 0.84 -0.133
C 14.334 27.041 16.783 1.73 1.26 -0.99 -0.174
C 13.854 26.255 15.592 -1.24 -0.21 0.19 -0.157
C 14.104 24.753 15.750 0.36 -0.49 1.29 -0.482
C 13.142 24.177 16.855 0.40 0.19 -1.15 -0.019
C 13.889 24.012 14.415 0.59 0.83 0.38 -0.037
N 15.569 24.570 16.116 -0.95 0.43 -1.52 -0.071
O 15.863 23.174 16.147 0.32 -0.13 -0.69 -0.066
H 17.988 25.729 18.049 0.38 0.63 0.84 0.076
H 17.747 24.011 17.919 0.11 -0.24 -0.08 0.059
H 18.147 25.032 16.481 -0.67 -0.26 0.53 0.105
H 16.074 24.994 19.470 0.07 0.01 -0.31 0.096
H 14.511 25.251 18.785 -0.39 0.06 0.30 0.049
H 15.334 23.691 18.599 -0.30 -0.79 -0.02 0.079
H 16.054 27.328 17.986 0.24 -0.69 -0.16 0.134
H 16.546 26.976 16.360 -0.06 0.82 -0.97 0.113
H 13.747 26.801 17.653 -0.34 0.15 0.34 0.094
H 14.257 28.155 16.554 -0.09 -1.33 0.49 0.135
H 14.313 26.608 14.661 -0.23 0.06 0.14 0.123
H 12.739 26.404 15.614 0.88 -0.19 -0.81 0.133
H 13.334 23.111 16.935 -0.34 -0.23 -0.05 0.081
H 12.120 24.415 16.552 -0.05 -0.42 0.00 0.088
H 13.303 24.586 17.838 -0.20 0.18 -0.15 0.038
H 13.880 22.930 14.620 0.55 0.33 -0.50 0.077
H 14.707 24.434 13.731 -1.21 -1.14 0.55 0.101
H 12.889 24.235 14.035 0.15 0.25 -0.18 0.084
H 16.302 23.025 15.276 -0.37 0.06 1.10 0.103
C 17.412 14.217 17.360 -0.53 -0.87 -1.18 -0.007
C 17.483 12.654 17.008 -0.52 1.36 -0.70 -0.498
C 18.235 11.866 18.088 -0.81 0.03 0.64 -0.036
C 15.990 12.208 16.938 0.40 -1.66 -0.16 -0.140
C 15.270 12.748 15.703 1.00 -0.27 -0.95 -0.172
C 15.970 12.162 14.453 -0.18 -1.04 -1.08 -0.150
C 17.444 12.698 14.352 -0.45 -1.78 -0.27 -0.460
C 18.189 11.804 13.271 -0.23 -0.18 1.81 -0.032
C 17.418 14.157 13.876 1.68 -0.22 -0.22 -0.034
N 18.051 12.324 15.694 1.71 0.08 -1.05 -0.043
O 19.557 12.481 15.651 -1.67 0.81 0.72 -0.060
H 18.309 14.773 17.536 1.06 -0.17 0.49 0.050
H 16.948 14.810 16.550 -0.11 -0.61 0.35 0.049
H 16.757 14.260 18.212 -0.13 0.41 0.58 0.072
H 17.580 11.838 19.013 1.08 0.59 -0.66 0.105
H 18.305 10.804 17.844 0.19 0.17 -0.46 0.084
H 19.255 12.280 18.227 -0.70 -0.32 0.36 0.066
H 16.006 11.058 16.873 -0.16 1.56 0.18 0.144
H 15.494 12.493 17.873 0.06 -0.03 -0.15 0.113
H 14.236 12.464 15.641 -0.59 -0.08 0.42 0.102
H 15.328 13.850 15.649 -0.22 -0.46 0.10 0.084
H 15.431 12.359 13.493 0.35 0.83 0.67 0.115
H 15.886 11.004 14.333 0.63 1.68 1.18 0.135
H 17.936 12.080 12.276 -0.55 0.41 -0.84 0.057
H 17.846 10.758 13.442 0.63 0.63 -0.14 0.084
H 19.280 11.902 13.346 -0.37 -0.18 0.22 0.073
H 16.952 14.836 14.551 -0.52 0.45 0.48 0.032
H 16.965 14.271 12.887 -0.17 -0.31 0.18 0.085
H 18.464 14.492 13.743 -0.30 -0.02 0.15 0.090
H 19.802 13.288 16.171 -0.59 -0.65 -0.64 0.080
C 11.016 17.687 15.543 0.52 -1.80 0.28 -0.021
C 10.971 17.793 14.050 -0.28 -1.08 -1.38 -0.557
C 9.651 17.259 13.607 -1.85 -2.42 -1.09 -0.058
C 11.120 19.218 13.561 0.36 -0.14 0.01 -0.149
C 11.431 19.411 12.091 -0.92 -1.11 -0.46 -0.148
C 12.548 18.409 11.603 -1.96 0.67 -0.29 -0.117
C 12.419 16.936 12.021 -0.48 0.56 0.54 -0.480
C 11.413 16.129 11.112 1.11 0.15 -0.06 -0.013
C 13.808 16.287 11.925 0.61 1.91 -0.81 -0.031
N 12.127 17.003 13.509 0.11 -1.77 -0.12 0.000
O 12.046 15.561 14.076 -0.16 1.24 -1.55 -0.081
H 11.308 16.620 15.799 0.04 1.49 -0.04 0.107
H 11.697 18.446 15.885 0.27 0.06 0.87 0.080
H 10.021 17.743 15.954 -0.23 0.68 0.32 0.082
H 9.403 17.380 12.541 0.19 0.41 0.41 0.070
H 9.620 16.153 13.734 0.38 0.43 -0.05 0.099
H 8.750 17.515 14.176 0.41 0.78 0.08 0.089
H 10.227 19.718 13.890 -0.48 0.51 -0.03 0.125
H 11.925 19.639 14.106 0.99 0.62 0.73 0.099
H 10.482 19.345 11.498 0.72 -0.58 0.25 0.118
H 11.690 20.446 11.901 0.60 0.17 0.08 0.096
H 13.509 18.745 11.948 0.47 0.38 -0.14 0.100
H 12.422 18.427 10.519 0.86 0.04 -0.10 0.112
H 10.403 16.463 11.184 -0.63 0.21 0.23 0.044
H 11.464 15.075 11.404 -0.22 0.03 -0.20 0.072
H 11.654 16.186 10.018 0.30 0.01 1.03 0.104
H 14.378 16.494 12.818 0.01 -0.13 0.43 0.074
H 14.459 16.662 11.087 -1.01 -0.23 0.43 0.109
H 13.664 15.267 11.787 0.22 -2.03 -0.11 0.047
H 12.058 14.937 13.306 -0.07 1.01 0.84 0.086
C 24.159 21.850 19.567 -0.44 -0.17 -0.03 -0.035
C 24.696 20.392 19.642 0.04 -0.04 -1.12 -0.420
C 24.258 19.740 18.240 1.57 -0.02 1.10 -0.018
C 26.231 20.380 19.640 -0.29 -0.02 -0.47 -0.152
C 26.784 20.810 20.984 0.10 0.12 -0.18 -0.181
C 26.275 19.876 22.074 -0.18 -1.23 -1.94 -0.136
C 24.730 19.776 22.131 0.81 1.13 -0.02 -0.517
C 24.403 18.590 23.029 -0.78 0.89 1.01 -0.035
C 24.092 21.072 22.740 0.81 -0.53 0.38 -0.013
N 24.216 19.521 20.789 0.26 0.11 -1.67 -0.055
O 22.807 19.658 20.893 0.20 1.23 0.99 -0.041
H 24.685 22.638 20.089 0.60 -0.12 0.27 0.073
H 24.108 22.146 18.529 0.33 0.14 -0.40 0.070
H 23.133 21.970 19.880 -0.45 -0.49 0.35 0.042
H 23.206 19.718 18.225 -1.46 -0.45 -0.15 0.041
H 24.544 20.411 17.422 0.18 -0.04 0.23 0.064
H 24.715 18.736 18.016 -0.54 0.86 0.56 0.094
H 26.490 19.365 19.356 0.39 -0.48 0.51 0.113
H 26.617 20.937 18.765 -0.32 0.29 0.61 0.100
H 27.865 20.813 21.002 0.40 -0.18 -0.16 0.106
H 26.528 21.857 21.175 -0.30 -0.06 0.10 0.108
H 26.661 20.200 23.004 0.23 0.16 1.22 0.096
H 26.708 18.842 21.842 -0.61 1.17 0.42 0.147
H 25.095 18.562 23.895 -0.44 -0.12 -0.46 0.098
H 24.415 17.688 22.473 0.52 -0.98 -0.56 0.059
H 23.364 18.660 23.390 0.36 0.08 0.12 0.082
H 24.003 21.960 22.061 0.57 -0.92 0.81 0.065
H 24.670 21.245 23.693 -0.79 0.37 -0.92 0.107
H 23.089 20.741 22.972 -0.31 0.43 0.31 0.052
H 22.411 19.067 20.278 -0.39 -1.35 -0.90 0.033
C 15.548 19.259 17.192 1.32 0.17 -0.46 -0.019
C 17.076 19.118 16.863 -0.18 -0.48 0.72 -0.436
C 17.760 18.390 18.088 -0.17 2.35 -0.35 -0.011
C 17.215 18.248 15.604 -0.95 0.16 -0.10 -0.163
C 18.603 18.261 15.076 0.67 -0.60 -0.51 -0.205
C 19.104 19.662 14.814 0.55 0.78 1.46 -0.121
C 19.005 20.612 16.098 0.03 -1.25 -1.53 -0.480
C 20.074 20.173 17.113 -0.91 0.44 -0.79 -0.031
C 19.398 22.057 15.653 0.21 -0.98 1.46 -0.019
N 17.593 20.486 16.566 0.55 -0.20 -0.74 -0.076
O 17.402 21.334 17.696 -0.46 0.07 -0.42 -0.053
H 15.347 19.886 18.041 0.16 0.62 0.32 0.074
H 15.088 19.680 16.301 -0.40 -0.05 0.03 0.084
H 15.136 18.307 17.488 -0.18 -0.57 -0.38 0.057
H 18.089 19.175 18.803 -0.30 -0.58 -0.20 0.093
H 16.980 17.824 18.495 -1.03 -0.96 1.11 0.052
H 18.564 17.713 17.911 0.71 -0.38 -0.62 0.046
H 16.866 17.195 15.747 0.22 0.78 0.30 0.114
H 16.606 18.652 14.779 -0.31 0.13 0.36 0.125
H 19.247 17.700 15.781 0.05 0.11 -0.68 0.110
H 18.533 17.804 14.075 0.57 -0.51 0.49 0.123
H 18.510 20.073 14.006 -0.07 0.34 -0.26 0.098
H 20.172 19.617 14.508 -0.60 0.18 0.05 0.127
H 20.020 19.116 17.300 -0.14 -0.31 0.46 0.039
H 19.852 20.810 17.980 0.92 -0.40 0.16 0.084
H 21.019 20.298 16.583 0.29 0.54 0.63 0.089
H 20.297 21.881 14.992 -0.74 0.75 0.88 0.097
H 19.605 22.641 16.637 -0.20 -0.55 -2.10 0.104
H 18.588 22.476 15.057 0.07 0.33 0.07 0.053
H 16.712 21.913 17.305 0.45 0.14 0.67 0.063
C 19.381 16.316 21.125 0.15 -0.85 -0.29 -0.023
C 20.719 15.704 20.753 0.05 -1.26 -1.01 -0.483
C 21.710 15.923 21.849 0.80 1.94 -0.46 -0.038
C 20.538 14.147 20.570 1.06 0.79 -1.64 -0.109
C 21.873 13.516 20.074 -0.98 1.24 -1.39 -0.138
C 22.144 14.224 18.703 -0.82 -0.28 0.49 -0.124
C 22.331 15.737 18.785 2.01 0.31 0.79 -0.508
C 23.653 16.096 19.548 1.24 -2.09 0.24 -0.022
C 22.531 16.352 17.392 -1.31 -1.16 -0.32 -0.026
N 21.090 16.243 19.378 -0.24 0.96 0.51 -0.007
O 21.228 17.737 19.434 0.16 -1.68 0.44 -0.052
H 18.681 16.123 20.300 -0.17 0.06 0.54 0.090
H 19.048 15.999 22.122 -0.18 -0.42 -0.49 0.099
H 19.546 17.347 21.240 -0.05 1.67 -0.05 0.054
H 22.550 15.269 21.850 0.34 -0.46 0.12 0.052
H 22.092 16.959 21.900 -0.11 -0.30 -0.35 0.091
H 21.167 15.824 22.728 -0.83 -0.52 1.99 0.067
H 20.179 13.653 21.432 -0.38 -0.14 1.31 0.105
H 19.763 14.034 19.802 0.13 -0.21 0.03 0.094
H 22.652 13.637 20.813 0.33 0.00 -0.01 0.090
H 21.804 12.471 19.810 -0.33 -0.48 0.36 0.101
H 21.164 14.163 18.194 0.43 -0.48 -0.30 0.100
H 22.899 13.689 18.111 -0.02 0.49 0.13 0.128
H 24.519 15.618 19.011 -0.86 0.04 0.21 0.104
H 23.835 15.808 20.613 -0.67 -0.03 -1.01 0.072
H 23.941 17.100 19.511 -0.18 1.92 -0.09 0.023
H 22.656 17.406 17.441 0.19 0.83 0.12 0.044
H 21.617 16.152 16.809 0.18 0.10 0.00 0.086
H 23.358 15.902 16.845 0.13 -0.08 0.22 0.090
H 20.336 17.997 19.205 -0.30 0.27 -0.17 0.053
C 16.883 24.161 23.236 -1.11 -1.23 1.33 -0.041
C 18.132 23.344 23.076 1.96 0.81 1.05 -0.500
C 19.093 23.741 24.255 -0.37 -0.12 -0.17 -0.025
C 17.833 21.847 22.870 1.36 0.54 -0.02 -0.095
C 19.138 21.047 22.478 -2.44 0.80 0.07 -0.149
C 19.750 21.638 21.234 1.32 -0.30 -0.35 -0.144
C 20.100 23.127 21.403 -0.51 0.44 0.01 -0.458
C 21.330 23.204 22.320 0.11 0.59 0.89 -0.046
C 20.457 23.729 20.044 -0.17 0.66 -0.78 -0.032
N 18.777 23.846 21.824 1.24 -1.54 -1.27 -0.081
O 18.957 25.259 21.786 -0.20 -0.86 0.46 -0.040
H 16.606 24.332 22.229 -1.05 0.61 -0.82 0.065
H 16.060 23.653 23.838 1.06 0.36 -0.89 0.115
H 17.123 25.058 23.767 -0.10 0.83 -0.04 0.068
H 20.063 23.264 24.309 -0.23 -0.31 0.06 0.055
H 19.269 24.811 24.258 0.29 0.44 -0.78 0.072
H 18.625 23.738 25.210 -0.71 -0.96 1.00 0.071
H 17.291 21.427 23.723 0.43 0.10 0.19 0.118
H 17.117 21.824 22.063 -0.19 -0.18 -0.62 0.110
H 19.816 21.089 23.296 0.64 -0.11 0.79 0.086
H 18.782 20.033 22.377 0.40 -0.54 -0.34 0.099
H 19.092 21.591 20.389 -0.68 -0.30 -0.46 0.096
H 20.686 21.060 20.941 -0.90 0.78 0.38 0.132
H 21.415 24.144 22.863 -0.31 0.22 0.25 0.079
H 22.280 23.217 21.796 -0.11 -0.46 -0.60 0.060
H 21.367 22.394 23.063 0.05 0.34 -0.32 0.069
H 20.360 24.863 20.009 0.84 -1.39 0.37 0.100
H 19.630 23.460 19.383 0.22 -0.32 -0.34 0.058
H 21.443 23.321 19.651 -1.27 0.71 0.43 0.091
H 19.690 25.412 22.388 0.29 0.44 0.31 0.072
O 13.498 15.589 18.534 0.41 0.12 -0.70 -0.063
H 13.545 16.222 19.245 -0.06 0.26 0.49 0.019
H 14.040 15.998 17.832 -0.30 -0.44 0.05 0.001
O 14.418 16.284 15.571 -0.03 1.95 0.47 -0.073
H 14.660 17.246 15.584 0.24 -1.22 -0.07 0.033
H 13.457 16.409 15.500 -0.02 -0.76 -0.35 0.006
```
Forces are in eV/Å.

- Frontier orbital gap: 8.47 eV
- E_HOMO: -0.29632 hartree
- Total charge: 0
- Structure (SMILES): CC1(C)CCCC(C)(C)N1O.CC1(C)CCCC(C)(C)N1O.CC1(C)CCCC(C)(C)N1O.CC1(C)CCCC(C)(C)N1O.CC1(C)CCCC(C)(C)N1O.CC1(C)CCCC(C)(C)N1O.CC1(C)CCCC(C)(C)N1O.CC1(C)CCCC(C)(C)N1O.CC1(C)CCCC(C)(C)N1O.O.O